--- a ---
Density functional theory data (ωB97M-V/def2-TZVPD) for the ion C11H16N3O with charge +1.

HOMO energy (alpha / beta)   -12.3 / -12.3 eV
Net charge   +1
Frontier orbital gap (alpha / beta)   6.26 / 5.97 eV

Cartesian coordinates (Å):
C (4.739, 0.481, 0.804)
C (4.532, -0.839, 0.428)
C (3.726, 1.399, 0.545)
C (3.461, -1.211, -0.273)
C (2.518, 0.971, -0.030)
C (2.399, -0.361, -0.570)
C (0.005, 0.016, -1.265)
C (-2.103, -0.327, -0.214)
C (-2.057, -0.826, 1.215)
C (-3.079, -1.272, -1.041)
C (-3.388, 1.706, 0.678)
N (-0.842, -0.873, -0.806)
N (1.271, -0.701, -1.269)
N (-2.714, 0.980, -0.408)
O (-0.147, 1.175, -1.580)
H (5.530, 0.797, 1.575)
H (5.273, -1.522, 0.768)
H (3.692, 2.326, 1.031)
H (3.247, -2.263, -0.314)
H (1.602, 1.473, 0.118)
H (-3.074, -0.858, 1.641)
H (-1.451, -0.067, 1.740)
H (-1.345, -1.646, 1.311)
H (-3.156, -0.893, -2.105)
H (-4.007, -1.185, -0.664)
H (-2.428, -2.198, -1.080)
H (-3.362, 1.334, 1.635)
H (-3.049, 2.819, 0.459)
H (-4.484, 1.701, 0.312)
H (0.951, -1.641, -1.503)
H (-2.261, 1.505, -1.136)

--- b ---
Density functional theory data (ωB97M-V/def2-TZVPD) for a cluster of 3 separate species, C11H16N3O in total.

HOMO energy   -11.5 eV
Net charge   +1
Frontier orbital gap   8.03 eV

Cartesian coordinates (Å):
C (0.821, 1.541, 0.613)
C (0.565, 1.188, 1.880)
C (0.084, 0.829, -0.397)
C (-0.423, 0.225, 2.203)
C (-0.868, -0.083, -0.022)
C (-1.201, -0.430, 1.223)
C (1.648, 2.244, -0.399)
C (0.993, 1.299, 3.313)
C (0.819, 1.480, -1.512)
C (-0.052, 0.323, 3.686)
C (-1.860, -1.292, -1.704)
N (-0.990, -1.647, -2.665)
N (-3.116, -1.338, -1.686)
N (1.965, -1.425, -2.511)
O (-2.146, -1.341, 1.491)
H (1.386, 3.338, -0.432)
H (2.733, 2.198, -0.059)
H (2.069, 1.027, 3.481)
H (0.768, 2.241, 3.628)
H (1.364, 0.704, -2.098)
H (0.107, 2.085, -2.282)
H (-0.846, 0.763, 4.344)
H (0.265, -0.672, 4.221)
H (-0.007, -1.607, -2.347)
H (-1.402, -2.047, -3.439)
H (-3.545, -1.860, -2.423)
H (-3.675, -1.060, -0.778)
H (1.927, -2.053, -1.689)
H (1.801, -1.926, -3.325)
H (2.829, -1.018, -2.634)
H (-2.014, -1.688, 2.320)

Name the most stable of them. a.

--- a ---
Density functional theory data (ωB97M-V/def2-TZVPD) for a structure of composition C2H3IN2O.

HOMO energy   -8.7 eV
Frontier orbital gap   9.27 eV

Cartesian coordinates (Å):
C (1.046, -0.140, 0.102)
C (-1.623, 0.843, 0.019)
N (0.646, -1.365, -0.009)
N (-1.341, 1.975, -0.184)
O (-2.000, -0.251, -0.020)
I (3.124, -0.059, -0.170)
H (1.213, -2.158, -0.423)
H (-0.307, -1.479, 0.286)
H (-0.758, 2.634, 0.400)

--- b ---
Density functional theory data (ωB97M-V/def2-TZVPD) for a cluster of 2 separate species, C2H3IN2O in total.

HOMO energy   -8.3 eV
Frontier orbital gap   8.00 eV

Cartesian coordinates (Å):
C (0.594, -1.087, 1.224)
C (-1.710, 0.531, -0.601)
N (1.364, -0.527, 0.525)
N (2.386, 0.103, 0.143)
O (-1.123, 1.258, 0.087)
I (2.338, 1.303, -1.492)
H (0.248, -1.914, 1.737)
H (-2.287, 0.898, -1.410)
H (-1.810, -0.565, -0.213)

Name the most stable of them. a.

--- a ---
Density functional theory data (ωB97M-V/def2-TZVPD) for an isolated molecule of C2H4FNO2.

HOMO energy   -11.2 eV
Frontier orbital gap   11.47 eV
SMILES   C[C@@H](F)[N+](=O)[O-]

Cartesian coordinates (Å):
C (-0.739, 0.049, 1.168)
C (0.261, -0.602, -0.262)
F (-0.522, -1.278, -1.096)
N (0.764, 0.552, -1.126)
O (1.669, 1.188, -0.655)
O (0.132, 0.728, -2.098)
H (-1.260, 0.899, 0.740)
H (-0.051, 0.532, 1.703)
H (-1.303, -0.861, 1.419)
H (1.048, -1.207, 0.206)

--- b ---
Density functional theory data (ωB97M-V/def2-TZVPD) for a cluster of 2 separate species, C2H4FNO2 in total.

HOMO energy   -10.1 eV
Frontier orbital gap   9.48 eV

Cartesian coordinates (Å):
C (-1.431, -0.324, 0.451)
C (0.754, -0.450, -0.016)
N (0.995, 0.907, -0.446)
O (0.939, 1.723, 0.456)
O (1.205, 1.102, -1.609)
F (0.877, -1.257, -1.053)
H (-1.577, 0.649, 1.092)
H (-1.559, -1.260, 0.882)
H (-1.455, -0.274, -0.592)
H (1.252, -0.815, 0.835)

Name the most stable of them. a.

--- a ---
Density functional theory data (ωB97M-V/def2-TZVPD) for a cluster of 2 separate species, CH5OS in total.

HOMO energy   -2.5 eV
Net charge   -1
Frontier orbital gap   6.92 eV

Cartesian coordinates (Å):
C (1.509, -0.315, -0.486)
S (0.477, 1.076, 0.540)
H (2.602, -0.060, -0.556)
H (1.023, -0.483, -1.543)
H (1.513, -1.335, 0.199)
H (-2.284, -0.729, -1.079)
H (-1.286, -1.354, -0.071)
O (-2.282, -1.420, -0.333)

--- b ---
Density functional theory data (ωB97M-V/def2-TZVPD) for a cluster of 2 separate species, CH5OS in total.

HOMO energy   -2.4 eV
Net charge   -1
Frontier orbital gap   6.85 eV

Cartesian coordinates (Å):
C (-0.977, 0.654, 1.052)
S (0.341, -0.628, 0.733)
H (-1.024, 0.900, 2.110)
H (-0.693, 1.517, 0.460)
H (-1.924, 0.246, 0.709)
H (0.551, -0.187, -1.395)
H (0.945, 1.036, -2.211)
O (0.315, 0.297, -2.222)

Name the most stable of them. b.

--- a ---
Density functional theory data (ωB97M-V/def2-TZVPD) for a cluster of 2 separate species, CHN2O4 in total.

HOMO energy (alpha / beta)   -4.6 / -3.8 eV
Net charge   -1
Frontier orbital gap (alpha / beta)   7.84 / 6.35 eV

Cartesian coordinates (Å):
C (0.748, -0.225, -0.535)
N (-0.964, 1.529, 0.527)
N (0.324, -1.381, -0.143)
O (-2.106, 1.522, 0.221)
O (-0.329, 2.571, 0.829)
O (-0.694, -1.818, 0.355)
O (1.283, -2.128, -0.577)
H (1.738, -0.071, -0.677)

--- b ---
Density functional theory data (ωB97M-V/def2-TZVPD) for a structure of composition CHN2O4.

HOMO energy   -5.4 eV
Net charge   -1
Frontier orbital gap   9.48 eV

Cartesian coordinates (Å):
C (-1.309, -0.804, 0.160)
N (0.334, -0.135, 0.060)
N (0.990, 0.939, 0.123)
O (-1.198, -1.929, -0.161)
O (-2.078, 0.032, 0.477)
O (0.524, 1.803, 0.890)
O (1.984, 1.042, -0.604)
H (0.753, -0.948, -0.945)

Name the most stable of them. b.

--- a ---
Density functional theory data (ωB97M-V/def2-TZVPD) for a cluster of 2 separate species, C2H4FP in total.

HOMO energy   -8.9 eV
Frontier orbital gap   8.79 eV
SMILES   C1=PC1.F

Cartesian coordinates (Å):
C (0.874, -0.004, 0.783)
P (2.173, -0.484, -0.159)
C (0.655, 0.584, -0.509)
H (0.306, -0.500, 1.551)
H (-0.140, 0.185, -1.202)
H (0.801, 1.570, -0.777)
F (-2.334, -0.889, -0.245)
H (-2.336, -0.462, 0.558)

--- b ---
Density functional theory data (ωB97M-V/def2-TZVPD) for an isolated molecule of C2H4FP.

HOMO energy   -8.7 eV
Frontier orbital gap   8.59 eV
SMILES   C[PH]#CF

Cartesian coordinates (Å):
C (-0.481, -1.244, 0.219)
P (-0.031, 0.645, 0.036)
C (0.282, 1.882, -1.193)
F (1.170, 2.711, -0.714)
H (-1.593, -1.276, -0.154)
H (-0.407, -1.655, 1.244)
H (-0.012, -1.808, -0.428)
H (1.071, 0.746, 0.990)

Name the most stable of them. a.